## P
C6H5FO in the gas phase, computed with the ωB97M-V functional and the def2-TZVPD basis.

Cartesian coordinates (Å):
F (-1.271, -1.537, -0.355)
O (2.754, 0.078, 0.333)
C (-1.374, 0.763, -0.051)
C (0.706, -0.287, -1.071)
C (1.591, -0.213, 0.159)
C (0.442, -0.579, 1.098)
C (-0.500, -0.413, -0.117)
C (-2.064, 1.744, -0.005)
H (0.858, -1.213, -1.635)
H (0.261, 0.060, 1.960)
H (-2.661, 2.609, 0.022)
H (0.758, 0.588, -1.764)
H (0.503, -1.601, 1.425)

## Properties
* orbital gap: 10.74 eV
* molecular weight: 112.103 g mol⁻¹
* SMILES: C#CC1(F)CC(=O)C1

Results of the Mulliken charge analysis, in e, for atoms 1 through 8:
1 F -0.337
2 O -0.552
3 C -1.225
4 C -0.829
5 C 0.433
6 C -0.897
7 C 1.326
8 C 0.416

---

## Q
C6H5FO in the gas phase, computed with the ωB97M-V functional and the def2-TZVPD basis.

Cartesian coordinates (Å):
F (1.462, 0.514, 0.688)
O (-1.930, 0.466, 0.350)
C (0.377, -1.721, -1.059)
C (0.659, -2.107, -2.257)
C (0.233, 2.510, 0.781)
C (-0.392, -1.397, 0.233)
C (-0.799, 0.218, 0.259)
C (0.280, 1.132, 0.652)
H (0.083, -1.910, 1.053)
H (1.129, 3.017, 1.047)
H (1.009, -2.464, -3.182)
H (-0.661, 3.076, 0.365)
H (-1.424, -1.892, 0.079)

## Properties
* orbital gap: 9.23 eV
* molecular weight: 112.103 g mol⁻¹
* SMILES: C#CCC(=O)C(=C)F

Results of the Mulliken charge analysis, in e, for atoms 1 through 8:
1 F -0.244
2 O -0.434
3 C -0.447
4 C -0.091
5 C -0.756
6 C -0.481
7 C 0.403
8 C 0.430

---

Order from most stable to least stable according to the calculation: P, Q

---

## P
A molecular structure, C3H5N3S, computed with the ωB97M-V functional and the def2-TZVPD basis.

Cartesian coordinates (Å):
S (1.095, -1.730, -0.790)
N (0.878, 1.034, -1.421)
N (0.249, -1.838, 0.630)
N (1.731, 0.295, -1.586)
C (-0.386, 0.760, -0.791)
C (-0.391, -0.930, 1.229)
C (-0.288, 0.517, 0.720)
H (-0.907, 1.108, 1.259)
H (-0.961, -1.226, 1.997)
H (-1.264, 1.407, -1.030)
H (0.725, 0.926, 1.003)
H (-0.483, -0.322, -1.220)

## Properties
* orbital gap (alpha / beta): 8.30 / 8.30 eV
* molecular weight: 115.161 g mol⁻¹

Results of the Mulliken charge analysis, in e, for atoms 1 through 8:
1 S -0.096
2 N 0.080
3 N -0.398
4 N -0.209
5 C -0.495
6 C -0.183
7 C -0.590
8 H 0.454

---

## Q
C3H5N3S in the gas phase, computed with the ωB97M-V functional and the def2-TZVPD basis.

Cartesian coordinates (Å):
S (-2.988, -0.299, 0.078)
N (-0.324, -0.859, -0.173)
N (1.972, -0.754, 0.005)
N (-0.913, 1.257, 0.102)
C (0.452, 1.260, -0.027)
C (0.803, -0.094, -0.171)
C (-1.243, -0.041, 0.013)
H (2.756, -0.021, -0.218)
H (1.303, 2.036, 0.107)
H (-0.281, -2.002, 0.101)
H (2.041, -0.937, 1.095)
H (-3.577, 0.455, -0.912)

## Properties
* orbital gap: 8.42 eV
* molecular weight: 115.161 g mol⁻¹
* SMILES: Nc1cnc(S)[nH]1

Results of the Mulliken charge analysis, in e, for atoms 1 through 8:
1 S -0.330
2 N -0.092
3 N -0.616
4 N -0.583
5 C -0.207
6 C 0.250
7 C 0.178
8 H 0.323

---

Order from most stable to least stable according to the calculation: Q, P

---

## P
C3H5N3S in the gas phase, computed with the ωB97M-V functional and the def2-TZVPD basis.

Cartesian coordinates (Å):
S (2.035, 1.184, -0.038)
N (2.734, -0.440, 0.066)
N (-0.018, -0.257, -0.174)
N (-2.252, 0.284, 0.109)
C (-1.340, -0.553, -0.154)
C (-3.136, 1.095, -0.076)
C (0.403, 0.998, -0.089)
H (2.757, -0.805, 0.987)
H (-3.933, 1.449, 0.796)
H (0.806, -0.869, -0.343)
H (3.517, -0.634, -0.487)
H (-1.575, -1.451, -0.597)

## Properties
* orbital gap (alpha / beta): 7.74 / 7.75 eV
* molecular weight: 115.161 g mol⁻¹

Results of the Mulliken charge analysis, in e, for atoms 1 through 8:
1 S 0.082
2 N -0.641
3 N -0.014
4 N 0.012
5 C -0.102
6 C -0.268
7 C -0.474
8 H 0.241

---

## Q
C3H5N3S in the gas phase, computed with the ωB97M-V functional and the def2-TZVPD basis.

Cartesian coordinates (Å):
S (-2.419, -0.140, -0.546)
N (0.421, -0.524, 0.362)
N (0.238, -1.293, 1.600)
N (1.567, 1.054, -0.691)
C (0.296, 1.085, -1.204)
C (-0.508, 0.082, -0.511)
C (1.531, 0.148, 0.245)
H (-0.178, -2.156, 1.197)
H (-2.570, 1.009, -1.455)
H (-0.734, -0.986, 2.110)
H (0.018, 1.694, -1.991)
H (2.339, 0.027, 0.884)

## Properties
* orbital gap: 8.58 eV
* molecular weight: 115.161 g mol⁻¹
* SMILES: Nn1cncc1S

Results of the Mulliken charge analysis, in e, for atoms 1 through 8:
1 S -0.247
2 N 0.293
3 N -0.768
4 N -0.641
5 C -0.192
6 C 0.003
7 C -0.100
8 H 0.294

---

Order from most stable to least stable according to the calculation: Q, P

---

## P
A molecular structure, C20H31N3O2, computed with the ωB97M-V functional and the def2-TZVPD basis.

Cartesian coordinates (Å):
O (4.994, -2.710, 0.073)
O (-1.382, 2.151, 2.896)
N (2.625, 0.573, -1.990)
N (-2.055, 0.419, 1.155)
N (4.018, -1.838, -1.958)
C (3.120, -1.845, -2.830)
C (3.934, 0.623, -1.426)
C (1.347, 1.052, -0.005)
C (0.237, 1.345, 0.730)
C (3.372, -3.997, -0.803)
C (-0.822, -0.422, -0.561)
C (-4.854, 1.416, 1.862)
C (-0.858, 0.412, 0.383)
C (4.858, -0.493, -1.860)
C (4.310, -2.862, -0.772)
C (-4.809, 2.785, 1.410)
C (-4.769, 3.937, 2.485)
C (2.709, -0.313, -3.173)
C (-4.653, 5.295, 1.933)
C (0.319, -0.261, -1.600)
C (0.923, -4.801, -0.171)
C (-2.216, 1.291, 2.328)
C (-3.745, 1.093, 2.682)
C (1.436, 0.240, -1.267)
C (1.795, -3.837, -0.293)
H (-5.510, 5.530, 1.300)
H (-5.510, 2.953, 0.622)
H (0.006, -4.720, 0.428)
H (3.539, -2.113, -3.709)
H (2.291, 1.908, 0.115)
H (5.293, -0.453, -2.727)
H (-5.756, 3.745, 3.068)
H (-3.737, 5.381, 1.455)
H (3.188, 0.090, -3.844)
H (-2.686, -0.300, 0.869)
H (-1.686, -1.012, -0.983)
H (-4.664, 6.139, 2.748)
H (0.331, 2.057, 1.536)
H (-4.928, 0.592, 0.985)
H (-5.807, 1.478, 2.402)
H (5.701, -0.707, -0.792)
H (4.237, 1.385, -1.599)
H (-3.911, 0.020, 3.121)
H (1.591, -5.712, 0.257)
H (-3.831, 1.652, 3.824)
H (0.758, -4.864, -1.294)
H (3.753, -4.791, -0.596)
H (-3.828, 3.705, 3.044)
H (3.673, 0.581, -0.441)
H (0.437, -1.068, -2.220)
H (2.277, -2.551, -2.564)
H (1.513, -2.692, -0.475)
H (2.991, -4.257, -1.927)
H (1.853, -0.422, -3.528)
H (2.181, -3.548, 0.888)
H (-3.593, 2.743, 0.810)

## Properties
* orbital gap: 8.29 eV
* molecular weight: 345.487 g mol⁻¹

Results of the Mulliken charge analysis, in e, for atoms 1 through 8:
1 O -0.383
2 O -0.654
3 N -0.115
4 N -0.042
5 N 0.047
6 C -0.222
7 C -1.732
8 C -0.570

---

## Q
C20H31N3O2 in the gas phase, computed with the ωB97M-V functional and the def2-TZVPD basis.

Cartesian coordinates (Å):
O (-3.246, -1.411, 2.234)
O (1.793, 1.004, 2.575)
N (-1.831, -0.182, 0.977)
N (-0.082, 0.787, -2.875)
N (-0.301, 0.378, 3.216)
C (0.936, 0.160, 2.709)
C (-1.961, 2.201, 3.181)
C (4.177, -1.573, -3.700)
C (1.117, 0.279, -2.399)
C (-0.157, -1.958, 3.016)
C (1.495, 0.450, -1.062)
C (-0.835, 1.512, 5.326)
C (3.242, -0.850, -2.775)
C (-1.146, -0.794, 3.226)
C (-0.686, 1.645, 3.810)
C (-2.639, -0.196, -0.222)
C (1.031, -1.306, 2.315)
C (3.590, -0.660, -1.444)
C (2.021, -0.386, -3.236)
C (2.714, -0.005, -0.600)
C (-1.774, -0.379, -1.466)
C (-1.001, -0.423, -4.873)
C (-1.200, 0.955, -1.979)
C (-2.196, -0.816, 2.104)
C (-0.360, 0.841, -4.290)
H (0.154, 2.318, 3.595)
H (-0.948, -1.055, -1.234)
H (-1.685, -0.891, 4.172)
H (0.147, -2.360, 3.983)
H (4.171, -2.641, -3.480)
H (-3.217, 0.734, -0.299)
H (0.047, 1.039, 5.751)
H (-1.046, -0.347, -5.956)
H (-3.344, -1.022, -0.103)
H (0.971, -1.385, 1.227)
H (0.862, 0.982, -0.369)
H (1.780, -0.556, -4.273)
H (-0.947, 2.496, 5.771)
H (-0.898, 1.576, -1.129)
H (-1.030, 1.691, -4.465)
H (-1.824, 2.383, 2.118)
H (-2.370, -0.845, -2.251)
H (-0.948, 0.305, 0.947)
H (4.540, -1.018, -1.076)
H (-1.980, 1.504, -2.511)
H (-1.712, 0.920, 5.581)
H (2.978, 0.173, 0.432)
H (3.886, -1.436, -4.739)
H (-0.607, -2.764, 2.438)
H (0.575, 1.057, -4.812)
H (5.196, -1.213, -3.571)
H (-2.790, 1.509, 3.313)
H (1.992, -1.716, 2.622)
H (-2.013, -0.551, -4.498)
H (-2.219, 3.143, 3.658)
H (-0.421, -1.304, -4.608)

## Properties
* orbital gap: 8.35 eV
* molecular weight: 345.487 g mol⁻¹
* SMILES: CCN(CCCNC(=O)[C@H]1CCC(=O)N1C(C)C)c1cccc(C)c1

Results of the Mulliken charge analysis, in e, for atoms 1 through 8:
1 O -0.713
2 O -0.711
3 N 0.570
4 N 0.269
5 N 0.061
6 C 0.454
7 C -1.234
8 C -1.606

---

Order from most stable to least stable according to the calculation: Q, P